[1]
{
  "formula": "C27H29N5O4S",
  "method": "ωB97M-V/def2-TZVPD",
  "symbols": ["O", "C", "N", "C", "C", "C", "C", "C", "C", "C", "C", "H", "H", "H", "H", "H", "S", "O", "O", "N", "H", "C", "H", "C", "O", "N", "C", "H", "C", "N", "C", "N", "C", "C", "C", "C", "H", "H", "H", "H", "C", "C", "H", "H", "H", "H", "H", "H", "H", "C", "C", "C", "C", "C", "C", "C", "H", "H", "H", "H", "H", "H", "H", "H", "H", "H"],
  "positions_angstrom": [[-3.2656, -3.6148, -2.3388], [-2.0710, -3.4756, -1.9299], [-1.9227, -3.2213, -0.6019], [-0.8274, -3.1030, 0.0552], [-0.8537, -2.7120, 1.2138], [0.2701, -2.3316, 2.0337], [1.4167, -2.6339, 1.4847], [1.4934, -3.0580, -0.0622], [0.2669, -3.3441, -0.6664], [0.2741, -4.0376, -1.9417], [-0.9891, -3.1794, -2.6853], [-0.8360, -2.2214, -2.9863], [-1.0494, -4.0456, -3.7824], [0.0967, -4.9816, -1.7869], [1.1580, -3.8583, -2.6030], [2.3899, -3.3167, -0.2889], [3.0861, -2.1094, 2.0807], [4.0656, -2.9139, 1.7885], [2.9161, -1.4939, 3.3355], [3.3527, -0.4718, 1.3461], [3.5777, -0.6931, 0.1683], [2.2149, 0.5619, 1.5006], [1.8949, 0.4205, 2.3913], [1.2573, 0.2858, 0.3921], [1.6830, -0.1537, -1.0472], [0.1381, 0.6878, 0.3647], [-0.5295, 1.0694, 1.5531], [-1.2241, 0.7080, 1.9499], [-1.3767, 2.4984, 1.2843], [-2.2389, 2.2210, 0.2115], [-3.4945, 1.9002, 0.4919], [-3.7705, 1.7796, 1.7299], [-4.8960, 1.4794, 2.3256], [-5.9815, 0.8905, 1.4673], [-5.7579, 0.9324, 0.1230], [-4.4540, 1.5894, -0.3310], [-4.2911, 1.3957, -1.6032], [-6.5013, 0.7037, -0.2982], [-6.9274, 0.7637, 1.9176], [-5.1550, 1.6111, 3.4763], [-1.5443, 1.6609, -0.8814], [-1.0348, 0.5071, -0.4587], [-1.7281, -0.3572, -0.3462], [-0.3869, -0.0871, -1.5272], [-1.0073, 2.5432, -1.4625], [-2.1875, 1.4959, -1.8507], [-0.5175, 3.1756, 0.8311], [-1.6868, 2.7790, 2.0836], [0.2435, 1.5713, 2.1983], [2.7856, 1.9609, 1.2990], [3.3784, 2.2497, -0.2037], [2.5298, 2.9152, -1.0793], [3.0712, 3.1693, -2.4365], [4.1837, 2.5905, -2.6920], [5.0874, 1.9411, -1.8106], [4.6332, 1.8710, -0.4078], [5.2318, 1.1931, -0.0126], [5.8547, 1.6769, -2.2209], [4.4408, 2.9513, -3.7924], [2.3607, 3.6177, -2.7138], [1.6056, 3.1447, -0.7641], [2.2080, 2.6030, 1.6631], [3.8140, 1.9533, 1.8671], [0.2163, -1.8524, 3.0791], [-1.7927, -2.4473, 1.9058], [-2.8974, -3.3546, 0.0012]],
  "lumo_ev": 0.304,
  "gap_ev": 8.6,
  "relative_energy_kcal_mol": 639.2,
  "energy_ev": -54919.67404,
  "spin_multiplicity": 1
}

[2]
{
  "formula": "C27H29N5O5",
  "method": "ωB97M-V/def2-TZVPD",
  "symbols": ["C", "N", "C", "O", "C", "C", "C", "C", "C", "C", "C", "C", "N", "C", "C", "C", "C", "C", "C", "C", "N", "O", "O", "C", "C", "C", "C", "C", "H", "H", "H", "H", "H", "H", "H", "H", "H", "H", "H", "H", "H", "H", "H", "H", "H", "H", "H", "H", "H", "H", "H", "H", "C", "N", "C", "O", "N", "C", "O", "C", "C", "H", "H", "H", "H", "H"],
  "positions_angstrom": [[2.0297, -4.4803, -2.0128], [1.6785, -3.0786, -1.9098], [1.7596, -2.2038, -2.9691], [2.1567, -2.4971, -4.0875], [1.2881, -0.8406, -2.4194], [0.0658, -0.3036, -3.1747], [0.3249, -0.0490, -4.6465], [-0.4750, -0.6416, -5.6278], [-0.1382, -0.4953, -6.9761], [0.9574, 0.2979, -7.3413], [1.7212, 0.9353, -6.3596], [1.3943, 0.7788, -5.0080], [1.0260, -1.1389, -1.0128], [0.6402, -0.1383, -0.2077], [0.3706, -0.2019, 1.1582], [-0.2188, 0.7725, 2.0471], [-0.4475, 0.5941, 3.4246], [-0.6800, 1.6330, 4.4132], [-0.7817, 1.3042, 5.7479], [-0.6175, -0.0236, 6.1555], [-0.7754, -0.3049, 7.5301], [-0.6441, -1.4904, 7.8994], [-1.0456, 0.6078, 8.3420], [-0.3899, -1.0299, 5.2199], [-0.3589, -0.7361, 3.8918], [1.2521, -2.5250, -0.6303], [-0.0287, -3.2384, -0.1748], [2.3831, -2.7289, 0.3901], [2.3324, -4.6983, -3.0417], [2.8518, -4.7250, -1.3205], [1.1685, -5.1085, -1.7349], [2.1260, -0.1208, -2.5135], [-0.7631, -1.0215, -3.0518], [-0.2326, 0.6388, -2.6933], [-1.3397, -1.2367, -5.3137], [-0.7316, -1.0068, -7.7336], [1.2138, 0.4174, -8.3956], [2.5792, 1.5518, -6.6289], [1.9691, 1.2760, -4.2243], [0.5303, 0.8202, -0.6868], [0.6235, -1.2167, 1.5525], [-0.9241, 1.4754, 0.8920], [-0.7404, 2.6986, 4.1365], [-0.9731, 2.0818, 6.4716], [-0.2540, -2.0343, 5.5266], [-0.2933, -1.5522, 3.1946], [-0.7373, -3.3077, -1.0123], [0.2253, -4.2503, 0.1650], [-0.5168, -2.7101, 0.6477], [3.3516, -2.5307, -0.0893], [2.2860, -2.0650, 1.2491], [2.3558, -3.7676, 0.7454], [-4.0409, 3.8293, 1.7053], [-2.6136, 3.7034, 1.8974], [-2.1936, 2.4063, 1.8004], [-2.8912, 1.3962, 1.5312], [-0.7421, 2.1650, 1.8412], [0.1671, 3.2364, 1.4882], [1.2426, 2.8699, 0.9733], [-0.3951, 4.5825, 1.6943], [-1.7510, 4.7560, 1.6546], [-4.2352, 4.8435, 1.4553], [-4.4337, 3.2093, 0.9192], [-4.5787, 3.5854, 2.6060], [0.2198, 5.3762, 1.2546], [-2.3086, 5.6553, 1.3764]],
  "lumo_ev": -1.420,
  "gap_ev": 4.7,
  "relative_energy_kcal_mol": 206.1,
  "energy_ev": -46149.53281,
  "smiles": "CN1C=CC(=O)[N@H+](C(/C=C/N2[C@H](Cc3ccccc3)C(=O)N(C)C2(C)C)=C2C=CC(=[N+]([O-])[O-])C=C2)C1=O",
  "spin_multiplicity": 1
}

[3]
{
  "formula": "C27H29NO3P2V",
  "method": "ωB97M-V/def2-TZVPD",
  "symbols": ["C", "C", "C", "C", "C", "C", "C", "C", "C", "C", "C", "C", "C", "H", "H", "H", "H", "H", "H", "H", "N", "V", "C", "H", "H", "C", "H", "H", "P", "P", "C", "H", "H", "H", "C", "H", "H", "H", "C", "H", "H", "H", "C", "H", "H", "H", "C", "O", "H", "O", "C", "O", "C", "C", "C", "C", "C", "C", "H", "H", "H", "H", "H"],
  "positions_angstrom": [[-4.4399, -0.7222, -2.9377], [-3.7826, 0.1619, -2.0892], [-3.9882, 0.0670, -0.6895], [-4.8267, -0.9758, -0.1657], [-5.4642, -1.8687, -1.0740], [-5.2526, -1.7499, -2.4351], [-4.8962, -1.0742, 1.2215], [-4.3084, -0.1518, 2.0875], [-3.4933, 0.8695, 1.4892], [-2.8477, 1.8333, 2.3131], [-2.9887, 1.7465, 3.6969], [-3.7630, 0.7343, 4.2910], [-4.4272, -0.1905, 3.5066], [-4.2875, -0.6254, -4.0129], [-6.0988, -2.6539, -0.6549], [-5.7228, -2.4459, -3.1232], [-5.5246, -1.8460, 1.6524], [-2.4739, 2.4847, 4.3131], [-3.8405, 0.7031, 5.3768], [-5.0413, -0.9789, 3.9559], [-3.2293, 0.8243, 0.1525], [0.0652, 0.3544, -0.1345], [-2.7843, 1.1733, -2.5903], [-2.9243, 2.1476, -2.0997], [-2.8100, 1.2805, -3.6821], [-1.9670, 2.8697, 1.6512], [-2.4345, 3.2157, 0.7138], [-1.7792, 3.7102, 2.3318], [-1.0911, 0.6271, -2.1134], [-0.3275, 2.1667, 1.1683], [0.4889, 1.9010, 2.7741], [1.5118, 1.5479, 2.5861], [0.5128, 2.8427, 3.3383], [-0.0524, 1.1353, 3.3460], [0.5579, 3.5714, 0.4184], [0.7007, 4.3510, 1.1782], [1.5333, 3.2113, 0.0614], [-0.0186, 3.9676, -0.4292], [-0.8508, -0.9620, -2.9605], [-0.8972, -0.7964, -4.0479], [0.1338, -1.3673, -2.6708], [-1.6464, -1.6544, -2.6481], [0.0545, 1.8371, -2.8520], [1.0963, 1.5178, -2.6696], [-0.1381, 1.8669, -3.9350], [-0.1064, 2.8312, -2.4085], [-0.1673, -0.9894, 1.0949], [-0.3072, -1.7821, 1.9462], [-1.6230, 0.4859, -0.3882], [2.0649, -0.9924, -1.1200], [2.8616, -0.1408, -0.6170], [2.5027, 0.8399, 0.1305], [4.3481, -0.2589, -0.8969], [4.9363, -1.5258, -0.9487], [6.3166, -1.6382, -1.1393], [7.0970, -0.4868, -1.3042], [6.4932, 0.7796, -1.2943], [5.1191, 0.8930, -1.0743], [4.2952, -2.4029, -0.8325], [6.7717, -2.6296, -1.1659], [8.1727, -0.5713, -1.4372], [7.0820, 1.6838, -1.4552], [4.6239, 1.8649, -1.0348]],
  "lumo_ev": [-8.805, -8.508],
  "gap_ev": [4.7, 5.0],
  "relative_energy_kcal_mol": 0.0,
  "total_charge": 2,
  "energy_ev": -80351.26505,
  "spin_multiplicity": 2
}

[4]
{
  "formula": "C27H30AsBrF12MnN5O5S3",
  "method": "ωB97M-V/def2-TZVPD",
  "symbols": ["Mn", "Br", "C", "C", "C", "C", "O", "C", "C", "N", "C", "C", "C", "C", "C", "C", "C", "C", "N", "C", "C", "H", "H", "H", "H", "H", "H", "H", "H", "H", "H", "F", "C", "F", "F", "S", "O", "O", "N", "S", "O", "O", "C", "F", "F", "F", "F", "As", "F", "F", "F", "F", "F", "C", "C", "C", "C", "N", "C", "S", "N", "C", "C", "C", "C", "H", "H", "H", "H", "H", "H", "H", "H", "H", "H", "H", "H", "H", "H", "H", "H", "H", "H", "H", "H"],
  "positions_angstrom": [[0.5408, -0.9806, 0.3960], [-2.8612, -7.1746, -1.9130], [-2.2557, -5.5284, -1.2026], [-3.1824, -4.6062, -0.7102], [-2.7567, -3.4021, -0.2001], [-1.3970, -3.0687, -0.1674], [-1.0488, -1.8886, 0.2970], [-0.4724, -4.0190, -0.6330], [0.9382, -3.7993, -0.5355], [1.4897, -2.7343, -0.0893], [2.8842, -2.6461, 0.1340], [3.7415, -3.6933, 0.3056], [5.1156, -3.4581, 0.5175], [5.6132, -2.1883, 0.5410], [4.7404, -1.0870, 0.3838], [5.1659, 0.2581, 0.3689], [4.2477, 1.2533, 0.2052], [2.8898, 0.9252, 0.0982], [2.4552, -0.3160, 0.1209], [3.3702, -1.3304, 0.2218], [-0.9200, -5.2442, -1.1561], [-4.2367, -4.8477, -0.7307], [-3.4673, -2.6836, 0.1878], [1.5778, -4.6171, -0.8582], [3.3773, -4.7121, 0.2911], [5.7750, -4.3036, 0.6617], [6.6708, -2.0054, 0.6891], [6.2212, 0.4814, 0.4797], [4.5377, 2.2942, 0.1719], [2.1399, 1.6967, -0.0037], [-0.1937, -5.9625, -1.5179], [-1.6060, -3.0934, 3.3289], [-1.0991, -1.9659, 3.8214], [-1.5627, -1.7757, 5.0486], [-1.4871, -0.9387, 3.0601], [0.7430, -2.0788, 3.8364], [1.1577, -2.1402, 2.4392], [1.0253, -3.2096, 4.6523], [1.1757, -0.7218, 4.5020], [1.6217, 0.4758, 3.5689], [0.9506, 0.5016, 2.2761], [3.0287, 0.7292, 3.5650], [0.8283, 1.8774, 4.4505], [1.3795, 2.0736, 5.6386], [-0.4718, 1.6284, 4.5952], [0.9846, 2.9679, 3.7032], [0.3126, -0.8660, -1.9562], [1.2805, -0.9896, -3.4685], [2.3266, 0.2386, -2.8335], [0.2496, 0.2360, -4.1162], [2.1799, -1.0803, -4.9132], [0.1894, -2.2146, -3.9709], [2.2748, -2.1767, -2.7015], [-1.6222, 5.5185, -1.7952], [-0.1239, 5.4833, -2.1093], [0.5882, 4.2181, -1.6260], [0.3149, 2.9599, -2.4495], [-1.0288, 2.3894, -2.2666], [-1.4058, 1.5765, -1.2865], [-0.3972, 1.3344, 0.0897], [-2.6271, 1.0498, -1.3664], [-3.2478, 0.1421, -0.3923], [-3.8438, 0.8261, 0.8365], [-4.8231, 1.9679, 0.5337], [-4.1504, 3.3315, 0.3447], [-2.0287, 6.5178, -1.9595], [-1.8042, 5.2470, -0.7515], [-2.1872, 4.8271, -2.4244], [0.3522, 6.3408, -1.6278], [0.0316, 5.6039, -3.1863], [0.3193, 4.0273, -0.5839], [1.6699, 4.3829, -1.6605], [1.0401, 2.1939, -2.2165], [0.4106, 3.1868, -3.5103], [-1.6532, 2.4643, -3.0543], [-3.1549, 1.2370, -2.2042], [-2.5051, -0.5838, -0.0785], [-4.0358, -0.3838, -0.9330], [-3.0363, 1.1956, 1.4708], [-4.3561, 0.0417, 1.4006], [-5.5234, 2.0474, 1.3676], [-5.4205, 1.7201, -0.3521], [-3.4780, 3.5415, 1.1813], [-4.8957, 4.1286, 0.3023], [-3.5601, 3.3778, -0.5723]],
  "lumo_ev": [-2.257, -1.270],
  "gap_ev": [6.5, 7.5],
  "relative_energy_kcal_mol": 6.0,
  "energy_ev": -273497.36189,
  "spin_multiplicity": 5
}